Density functional theory data (ωB97M-V/def2-TZVPD) for a molecular structure, C2H3NO2S2.

Output
Electronic energy = -29375.9692 eV
Gap between HOMO and LUMO = 8.55 eV

Each line ends with the Löwdin charge.
Element x y z (Å)
C 0.32 0.12 -0.03  -0.851
C 1.80 0.10 0.03  -0.063
N -0.47 -0.90 -0.04  -0.118
O -2.42 0.02 -1.33  -0.302
O -2.83 -0.91 0.91  -0.268
S -0.48 1.62 0.25  0.775
S -1.99 -0.25 -0.03  0.569
H 2.11 1.03 -0.29  0.049
H 2.05 -0.80 -0.56  0.108
H 1.91 -0.02 1.10  0.100

Density functional theory data (ωB97M-V/def2-TZVPD) for 2 unconnected molecules or ions with the total composition C2H3NO3.

Output
Electronic energy = -9747.3886 eV
Gap between HOMO and LUMO (spin up / spin down) = 5.17 / 10.91 eV

Each line ends with the Löwdin charge.
Element x y z (Å)
C 1.16 0.55 0.28  -0.102
C 1.05 -0.74 -0.46  -0.025
N -2.62 -0.20 -0.08  -0.170
O -2.78 0.91 0.38  0.020
O -1.54 -0.62 -0.44  0.002
O 1.32 -0.73 0.85  0.009
H 2.01 1.11 0.20  0.077
H 0.26 1.04 0.58  0.091
H 1.14 -1.33 -1.32  0.098

Density functional theory data (ωB97M-V/def2-TZVPD) for 2 unconnected molecules or ions with the total composition C2H3NO3.

Output
Electronic energy = -9748.3955 eV
Gap between HOMO and LUMO = 10.67 eV

Each line ends with the Löwdin charge.
Element x y z (Å)
C 1.60 0.92 1.63  -0.161
C 0.92 -0.08 0.80  0.012
N -1.72 -1.08 -1.81  -0.318
O -1.69 -2.21 -1.42  0.058
O -2.61 -0.49 -2.36  0.055
O 0.41 1.08 0.85  -0.010
H 1.46 0.94 2.70  0.092
H 2.46 1.44 1.23  0.092
H -0.83 -0.51 -1.62  0.179